Entry 1:
ORCA calculation (wB97M-V/def2-TZVPD) on a single C10H14ClNO3S molecule.

```
30
Properties=species:S:1:pos:R:3:forces:R:3
C -3.84467 -0.38527 3.78047 -1.94 -1.07 0.72
O -2.84029 -0.69910 2.77871 1.55 1.82 1.26
C -1.65685 0.04686 2.92908 1.01 0.09 3.04
O -1.39958 0.81036 3.85314 -1.67 -0.89 -1.14
C -0.57164 -0.27569 1.95508 -1.67 -0.05 -1.00
C 0.66254 0.59257 1.88977 0.58 -0.64 -1.13
C 0.69989 1.29055 0.50056 -0.78 1.16 1.71
C 0.66559 0.40254 -0.70662 0.76 0.61 1.75
C 1.09777 1.24655 -1.87356 1.97 -1.82 -0.07
N 1.53031 0.27849 -2.88336 1.06 -1.60 -2.15
S 3.15164 0.17090 -3.44347 0.20 -0.72 -0.36
C 2.79408 -1.34141 -4.33131 1.20 -0.18 0.57
Cl 3.93163 -2.52156 -5.08033 -0.87 1.89 0.74
C 1.51977 -1.65898 -4.16540 -0.04 -3.40 -2.04
C 0.76167 -0.81096 -3.37597 -2.82 3.82 1.82
O -0.45522 -0.81516 -3.16657 0.87 -0.59 -0.04
H -4.79420 -0.23906 3.18963 0.98 0.01 0.76
H -3.66338 0.46929 4.46293 0.42 -0.24 -1.05
H -4.06289 -1.24699 4.52930 0.79 0.96 -1.62
H -0.23427 -1.29891 2.11242 -0.80 -0.31 -0.56
H -1.20869 -0.06450 1.06574 0.93 -1.21 -0.35
H 0.65970 1.33510 2.63130 -0.16 1.05 1.12
H 1.56431 -0.04217 2.12414 -0.69 0.63 -0.65
H 1.52761 1.99722 0.48714 0.33 -0.06 -0.06
H -0.21217 1.93844 0.43962 0.57 -0.23 0.31
H -0.37119 0.17990 -0.83933 -0.26 -1.30 -0.30
H 1.37182 -0.43411 -0.42960 -0.93 0.42 -1.14
H 2.00440 1.80854 -1.55103 -0.74 -0.02 -0.61
H 0.31678 1.85232 -2.27501 -0.44 0.65 -0.14
H 1.05551 -2.58577 -4.60747 0.60 1.22 0.63
```
Forces are in eV/Å.

Computed properties:
SMILES: COC(=O)CCCCCn1sc(Cl)cc1=O
Relative energy (zero: lowest compared OMol25 entry of this formula, charge and spin) (kJ/mol): 298.0
Lowest unoccupied orbital energy (eV): 0.14


Entry 2:
ORCA calculation (wB97M-V/def2-TZVPD) on a single C5H6ClN molecule.

```
13
Properties=species:S:1:pos:R:3:forces:R:3
C -0.79023 1.94423 -0.04423 -0.35 1.50 -1.38
C 0.12959 0.82095 0.08833 1.45 -1.40 -0.64
C 1.46127 0.87056 -0.14277 0.13 2.02 0.36
C 2.30074 -0.27185 -0.07214 -1.04 0.67 -0.14
N 2.85477 -1.26516 -0.11207 1.06 -1.28 0.12
C -0.48661 -0.45615 0.61881 -0.14 0.82 0.41
Cl -1.99607 -0.92091 -0.22235 0.20 -0.13 0.01
H -0.30311 2.90681 -0.37610 -0.48 -1.14 0.28
H -1.21233 2.08977 0.91899 -0.61 0.47 1.02
H -1.66576 1.70140 -0.70608 0.99 0.21 0.43
H 2.02780 1.84982 -0.27870 -1.12 -1.32 -0.14
H -0.77230 -0.18331 1.64069 -0.15 -0.31 -0.04
H 0.18681 -1.29940 0.67761 0.07 -0.10 -0.30
```
Forces are in eV/Å.

Computed properties:
SMILES: C/C(=C/C#N)CCl
Relative energy (zero: lowest compared OMol25 entry of this formula, charge and spin) (kJ/mol): 69.4
Lowest unoccupied orbital energy (eV): 0.31


Entry 3:
ORCA calculation (wB97M-V/def2-TZVPD) on a gas-phase ion, C4H6N3 (charge +1).

```
13
Properties=species:S:1:pos:R:3:forces:R:3
C -0.72190 -1.47420 0.00529 2.65 -5.77 -0.30
N -0.02272 -0.28217 -0.04325 2.59 1.97 -1.42
C -0.66054 0.85991 0.42413 0.46 0.83 -0.24
N -0.06987 2.00199 0.53639 -2.00 -0.82 -0.24
C 1.12721 2.20594 -0.04168 0.21 -2.29 -0.74
C 1.84996 1.26251 -0.66557 -2.16 -4.63 0.80
N 1.13702 -0.33965 -0.53837 2.62 5.23 -0.50
H -0.23368 -2.37817 -0.67330 -1.15 2.81 1.62
H -0.65837 -1.82790 1.02367 -0.17 -0.29 0.40
H -1.69149 -1.33921 -0.23447 -3.25 0.44 -0.94
H -1.72685 0.65363 0.47697 0.06 0.67 0.95
H 1.41898 3.16936 -0.22367 0.77 2.63 0.37
H 2.80100 1.40377 -1.19838 -0.62 -0.78 0.24
```
Forces are in eV/Å.

Computed properties:
SMILES: C[n+]1cnccn1
Charge: +1
Relative energy (zero: lowest compared OMol25 entry of this formula, charge and spin) (kJ/mol): 411.6
Lowest unoccupied orbital energy (spin up / spin down) (eV): -6.33 / -6.33


Entry 4:
ORCA calculation (wB97M-V/def2-TZVPD) on 2 unconnected molecules or ions with the total composition C9H16ClN4O9PS2.

```
42
Properties=species:S:1:pos:R:3:forces:R:3
C 1.58443 1.60532 3.97301 0.00 0.64 -0.23
C 0.30408 1.58892 3.14227 0.53 -0.44 0.56
C -0.86666 0.92553 3.87564 0.34 -0.20 0.50
O -1.16239 -0.34226 3.25090 0.11 0.30 -0.32
C -2.45492 -0.47359 2.87727 -0.13 -0.05 -0.04
O -3.33864 -0.69568 3.63795 -0.47 -0.07 0.50
C -2.69830 -0.33006 1.40271 0.27 -0.10 -0.80
S -2.58585 -1.95566 0.58209 -0.04 -0.04 0.07
N -2.35804 -1.41326 -1.01493 0.21 -0.28 0.66
C -1.13769 -1.37464 -1.59276 -0.56 0.44 -0.87
N 0.02228 -1.74203 -1.06890 0.20 0.03 0.17
C 0.92102 -1.50532 -2.02063 -0.77 0.13 0.29
N 0.35464 -0.98396 -3.11875 1.02 -0.55 0.04
P 1.10982 -0.46271 -4.62049 -0.06 1.00 -0.40
O 0.34836 0.70241 -5.08888 -0.47 -0.08 -0.16
N -0.98086 -0.91442 -2.85690 -0.11 -0.29 0.69
O 0.02783 2.95392 2.79054 -0.04 -0.10 -0.14
C -1.00869 3.11065 1.93641 -0.02 0.01 -0.16
O -2.10521 3.37247 2.32349 -0.57 0.12 0.21
C -0.76797 2.98812 0.44435 0.66 -0.30 -0.02
S 0.91866 2.68762 -0.14634 0.10 0.29 -0.19
H 2.26370 0.81627 3.67341 -0.02 -0.27 0.16
H 2.08755 2.54830 3.77838 0.15 0.07 -0.07
H 1.38439 1.57227 5.03756 0.00 -0.16 0.15
H 0.51635 0.97383 2.26874 -0.27 0.18 -0.38
H -1.74405 1.56187 3.94019 -0.14 0.07 -0.26
H -0.56860 0.70995 4.89553 -0.01 -0.09 0.15
H -1.92856 0.27828 0.93980 0.18 0.09 0.09
H -3.67013 0.10052 1.19661 -0.21 0.04 0.25
H -3.18408 -1.11297 -1.50271 0.09 0.00 -0.35
H 1.97467 -1.71698 -1.95673 0.13 -0.03 -0.11
H 1.10598 -1.55319 -5.49072 0.15 -0.27 0.34
H 2.39153 -0.12557 -4.19292 0.12 -0.62 0.20
H -1.66928 -0.53752 -3.48692 0.26 0.21 -0.31
H -1.43101 2.23108 0.04279 -0.25 -0.03 0.03
H -1.07430 3.93267 0.00775 -0.03 0.13 -0.11
H 1.10225 1.46188 0.34774 -0.11 -0.13 0.07
O 4.99979 -3.26577 -3.44435 -0.01 -0.01 0.00
Cl 3.68674 -3.80229 -3.64405 0.09 -0.07 -0.12
O 3.34770 -4.73668 -2.61154 -0.01 0.00 0.02
O 3.55932 -4.39475 -4.94247 0.00 0.00 0.01
O 2.72418 -2.68257 -3.56413 -0.30 0.44 -0.11
```
Forces are in eV/Å.

Computed properties:
Lowest unoccupied orbital energy (eV): -0.87


Entry 5:
ORCA calculation (wB97M-V/def2-TZVPD) on 2 unconnected molecules or ions with the total composition C5H15NO2.

```
23
Properties=species:S:1:pos:R:3:forces:R:3
C 0.59510 2.08487 -1.41285 -0.18 0.09 0.93
N -0.03800 1.01491 -0.65353 -0.22 0.24 -1.20
C 0.71866 0.27836 0.31374 -0.45 -0.18 1.45
C 0.23968 0.54301 1.77272 0.13 0.43 -0.30
C 0.63539 -1.23594 0.00364 0.53 0.85 -0.70
C 1.51658 -1.55126 -1.21085 -0.93 -0.29 -0.07
O -0.72414 -1.59579 -0.10095 -0.01 -0.40 -0.27
H 0.66674 3.02267 -0.85017 0.06 0.12 0.16
H -0.03333 2.30156 -2.26580 0.25 -0.04 -0.54
H 1.61841 1.81306 -1.66064 -0.12 -0.14 -0.45
H -0.97197 1.28513 -0.38468 0.12 -0.18 0.37
H 1.75798 0.59240 0.26110 0.22 -0.02 -0.17
H -0.72912 1.04216 1.82007 -0.21 -0.34 -0.22
H 0.19552 -0.37755 2.34321 -0.04 -0.08 0.17
H 0.89589 1.24611 2.28123 0.29 -0.08 0.07
H 1.06988 -1.79672 0.81268 -0.10 -0.24 0.64
H 1.44130 -2.60454 -1.48808 0.22 -0.07 0.25
H 2.52046 -1.29467 -0.88797 0.32 -0.09 -0.41
H 1.22087 -1.01102 -2.11798 0.13 0.30 0.30
H -1.04079 -1.13085 -0.88642 -0.12 0.10 0.04
O -3.94795 -0.61729 1.16761 -0.12 0.10 0.08
H -3.33882 -1.35592 1.06665 0.10 0.02 0.08
H -4.26834 -0.65272 2.07728 0.14 -0.08 -0.20
```
Forces are in eV/Å.

Computed properties:
SMILES: CN[C@@H](C)[C@H](C)O.O
Relative energy (zero: lowest compared OMol25 entry of this formula, charge and spin) (kJ/mol): 101.4
Lowest unoccupied orbital energy (eV): 0.90


Entry 6:
ORCA calculation (wB97M-V/def2-TZVPD) on 2 unconnected molecules or ions with the total composition C12H20BCl2INO4.

```
41
Properties=species:S:1:pos:R:3:forces:R:3
C -0.51625 -4.20223 -0.76049 -0.26 -0.23 -0.14
C 0.36840 -3.55621 -0.02498 0.26 0.13 0.22
C 0.02652 -2.58845 1.06575 0.34 -0.21 0.27
C -0.09614 -1.12071 0.56212 -0.57 0.02 -0.48
C -0.88625 -0.32765 1.63552 0.27 -0.22 0.40
C -2.31897 -0.10602 1.27106 0.02 0.13 -0.10
N -3.24120 -0.31350 2.11668 -0.20 -0.13 0.13
O -0.83039 -1.11780 -0.63133 0.02 -0.05 0.00
B -0.07841 -0.35996 -1.66622 0.05 0.54 -0.01
C -0.37749 -0.88869 -3.15658 0.02 -0.12 0.31
O 0.14492 -0.02427 -4.18457 -0.13 -0.21 -0.31
C -0.77505 0.92891 -4.62826 0.17 0.13 0.14
O 1.34519 -0.54852 -1.23456 -0.15 -0.05 0.00
C 1.32061 -0.58340 0.14652 0.33 -0.29 -0.20
C 1.83971 0.75109 0.76758 0.00 0.13 0.17
C 1.53955 2.00858 -0.01246 0.22 -0.30 -0.24
O 2.18576 2.43832 -0.89630 -0.05 0.06 0.03
I -0.15723 3.23102 0.67549 -0.09 0.16 0.09
H -1.57044 -4.20626 -0.50675 -0.04 0.30 -0.15
H -0.23078 -4.71668 -1.67022 0.08 -0.29 0.18
H 1.42513 -3.69157 -0.24096 -0.01 0.30 -0.26
H 0.82721 -2.60796 1.81638 -0.16 0.03 0.14
H -0.89824 -2.87014 1.57706 -0.09 0.00 -0.20
H -0.45013 0.64819 1.85406 -0.06 0.02 -0.16
H -0.89064 -0.87457 2.58407 0.07 0.10 0.02
H -2.52620 0.25959 0.26595 0.17 0.03 -0.01
H -4.14172 -0.08079 1.69849 -0.01 0.01 0.03
H -0.35659 0.86665 -1.59449 -0.03 -0.10 0.03
H -1.46731 -0.99948 -3.28250 0.03 0.00 -0.11
H 0.05979 -1.87989 -3.33584 0.05 0.06 0.02
H -0.40188 1.34061 -5.57047 -0.03 -0.01 0.01
H -1.76464 0.48037 -4.79908 0.00 0.04 -0.04
H -0.88548 1.75452 -3.91268 -0.10 -0.05 0.02
H 2.06885 -1.32878 0.45533 -0.03 0.10 0.27
H 1.54539 0.86673 1.81112 -0.06 0.01 -0.05
H 2.93113 0.70458 0.73269 -0.03 -0.01 -0.04
C 1.53755 4.66028 4.21652 0.02 0.01 -0.09
Cl 2.08278 2.97781 4.17636 0.01 -0.01 0.03
Cl -0.22090 4.79957 4.23722 -0.05 0.04 0.12
H 1.92875 5.11919 5.11621 -0.01 -0.01 0.01
H 1.90506 5.15751 3.32654 -0.02 -0.05 -0.04
```
Forces are in eV/Å.

Computed properties:
Charge: -1
Lowest unoccupied orbital energy (eV): 2.36


Entry 7:
ORCA calculation (wB97M-V/def2-TZVPD) on a molecular structure, C33H27AsCrN6O8S.

```
77
Properties=species:S:1:pos:R:3:forces:R:3
Cr 0.34185 0.82944 0.08663 -0.73 -0.70 0.02
O -4.51299 5.45275 -1.32925 -0.14 0.15 -0.21
C -3.99034 4.79610 -2.22856 0.80 -0.73 0.47
O -4.05731 4.70910 -3.45429 -0.22 0.18 0.01
C -2.89262 3.75567 -1.62848 -0.73 0.57 -0.50
C -2.30636 2.82138 -2.47703 0.23 -0.23 0.19
C -1.35718 1.97829 -1.94705 0.06 0.03 -0.14
N -1.01795 2.03597 -0.65757 -0.38 0.32 -0.14
C -1.52301 2.97662 0.15087 -0.23 0.20 -0.17
C -2.49194 3.85239 -0.30391 0.33 -0.37 0.32
C -0.75736 3.08316 1.39759 0.12 -0.03 0.15
C -1.13052 3.85240 2.48528 -0.03 -0.05 -0.14
C -0.24324 4.00810 3.53604 0.08 -0.07 -0.06
C 1.00587 3.40725 3.45380 -0.12 0.10 0.07
C 1.29063 2.61712 2.36157 0.11 -0.09 -0.04
N 0.42810 2.41975 1.35789 -0.16 0.45 0.44
C -0.49537 0.95273 -2.63780 -0.15 -0.15 0.04
C -0.39617 1.06616 -4.13672 -0.18 0.06 0.08
C 0.60031 0.43405 -4.72384 -0.01 -0.13 -0.08
C 0.80619 -1.70120 -3.24359 -0.32 -0.05 -0.02
C 0.89285 -1.61558 -1.74409 -0.03 -0.07 0.02
N 0.85730 1.16525 -2.03712 0.46 -0.23 0.07
H -2.59396 2.81729 -3.52030 -0.07 0.11 0.01
H -2.91410 4.62942 0.32066 -0.08 0.05 -0.11
H -2.10897 4.31142 2.49333 0.04 0.07 0.00
H -0.51561 4.60305 4.39703 0.01 0.00 0.01
H 1.73998 3.53254 4.23602 0.03 -0.01 -0.03
H 2.24776 2.12717 2.27595 -0.03 -0.03 0.02
H -1.12407 1.65584 -4.67628 0.00 -0.03 -0.01
H 0.77402 0.44818 -5.79086 0.01 -0.01 0.01
H 1.25625 -2.59388 -3.66745 0.13 0.06 -0.02
H 1.75646 -1.96846 -1.18785 -0.01 0.02 -0.01
O -0.00039 -0.41577 2.98441 -0.21 -0.15 -0.37
C -0.90737 -0.64730 2.18471 0.02 0.25 0.78
O -1.14844 0.06339 1.12924 0.78 0.12 -0.32
C -1.81671 -1.82111 2.38392 0.00 -0.07 -0.19
C -2.62719 -2.24079 1.34011 -0.10 -0.06 -0.12
C -3.38343 -3.38833 1.48690 0.29 0.09 0.25
C -3.36474 -4.12830 2.65329 -0.12 -0.16 0.05
C -2.52935 -3.70019 3.67092 0.06 0.18 -0.31
C -1.75397 -2.56168 3.55630 0.05 -0.01 0.15
N -2.43099 -4.51125 4.90059 -0.21 0.04 0.30
O -1.68511 -4.10604 5.76917 -0.04 -0.11 -0.17
O -3.11729 -5.50837 4.96197 0.16 0.11 -0.04
N -4.18458 -3.85519 0.34382 -0.27 0.16 -0.18
O -5.06203 -4.65735 0.56555 0.19 0.02 -0.03
O -3.91080 -3.38043 -0.74550 -0.04 -0.12 0.18
H -2.66457 -1.68844 0.41479 0.00 0.00 -0.01
H -3.97031 -5.01531 2.77064 0.03 -0.03 -0.04
H -1.10281 -2.25578 4.36253 0.00 -0.03 0.01
S -0.99372 -1.75875 -3.47222 0.25 0.25 0.12
C -1.00729 -0.49463 -2.16333 -0.21 -0.09 -0.57
N -0.02334 -0.93933 -1.17656 0.36 0.04 0.23
C 1.83729 0.59862 -2.66671 -0.35 0.21 -0.29
C 3.18958 0.91486 -2.32319 0.36 -0.03 0.14
C 4.21753 0.43922 -3.05353 -0.25 0.11 0.25
C 4.00305 -0.44113 -4.18022 -0.02 -0.22 -0.29
C 2.77258 -0.80199 -4.54928 0.00 -0.04 0.05
C 1.54179 -0.35962 -3.82589 0.12 0.13 0.12
H -1.99909 -0.43437 -1.72274 0.01 0.09 0.01
H 3.33465 1.61288 -1.50818 0.06 0.00 -0.01
H 5.23146 0.73036 -2.81068 0.00 0.02 0.00
H 4.86222 -0.78899 -4.73785 -0.01 0.01 0.00
H 2.60736 -1.45193 -5.40135 0.05 0.03 -0.03
C 1.78896 -2.44913 1.58070 -0.29 0.10 -0.11
As 2.22616 -0.56747 1.25562 1.03 -0.59 0.44
C 3.01970 -0.14991 2.99364 -0.22 0.17 -0.01
C 3.95515 -0.86228 0.35598 -0.15 0.14 -0.11
H 2.65954 -3.06754 1.37117 0.04 0.06 -0.03
H 0.94857 -2.78291 0.97233 0.00 0.01 0.02
H 1.51503 -2.54845 2.62802 -0.04 0.04 0.00
H 3.53474 -1.04521 3.33722 0.01 -0.04 -0.07
H 2.24100 0.11208 3.70464 -0.02 -0.01 -0.04
H 3.74564 0.65799 2.91102 0.01 -0.02 -0.06
H 4.56057 -1.51240 0.98566 -0.07 0.00 0.07
H 4.48322 0.08055 0.22070 -0.02 0.01 0.00
H 3.83917 -1.33170 -0.61900 -0.01 0.00 -0.02
```
Forces are in eV/Å.

Computed properties:
2S+1: 4
⟨S²⟩: 3.7891
Charge: +1
Relative energy (zero: lowest compared OMol25 entry of this formula, charge and spin) (kJ/mol): 454.4
Lowest unoccupied orbital energy (spin up / spin down) (eV): -4.75 / -4.84


Entry 8:
ORCA calculation (wB97M-V/def2-TZVPD) on a gas-phase ion, C6H19B2NO2P (charge -1).

```
31
Properties=species:S:1:pos:R:3:forces:R:3
C 1.41249 2.43486 2.59693 -0.14 -0.04 0.27
C 0.61760 1.54075 1.65873 0.16 0.00 -0.44
C 1.10561 1.61410 0.18381 0.13 0.13 0.28
N 1.25367 0.35527 -0.50330 -0.60 0.01 -0.04
B 0.05738 -0.16268 -1.37878 0.72 0.22 0.04
B 0.46859 -0.27978 -3.05222 0.02 -0.30 0.16
O 1.65382 0.25188 -3.59340 0.21 -0.05 0.25
O -0.35223 -0.87920 -4.02384 0.07 0.90 -0.36
P -0.76875 -1.84016 -0.77468 -0.61 -0.11 -0.37
C 0.57652 -2.88178 -0.05386 -0.11 -0.10 0.24
C -1.66727 -1.43740 0.80955 0.32 0.02 -0.05
C -2.87836 -0.53243 0.55852 0.01 -0.05 0.18
H 2.47539 2.19005 2.55533 0.05 0.05 -0.08
H 1.29155 3.49273 2.35647 0.06 0.03 -0.08
H 1.09196 2.29863 3.63355 -0.01 0.06 0.03
H 0.72160 0.50150 1.97625 -0.09 -0.02 0.11
H -0.44220 1.80182 1.69569 -0.08 -0.15 0.15
H 0.40299 2.23647 -0.37490 0.05 0.02 -0.12
H 2.05759 2.17299 0.19765 0.07 -0.03 -0.02
H 1.57675 -0.34456 0.15279 0.10 0.00 -0.04
H -0.87330 0.65203 -1.36194 -0.10 -0.06 -0.01
H 1.46572 1.07546 -4.04591 0.03 -0.05 -0.31
H -1.25716 -0.65911 -3.79626 -0.30 -0.64 0.32
H 1.12299 -2.38727 0.75624 0.13 0.08 -0.07
H 0.12287 -3.77692 0.37921 0.01 -0.06 -0.01
H 1.27332 -3.20872 -0.82440 0.07 0.09 -0.04
H -1.96981 -2.38697 1.25685 -0.06 -0.01 0.08
H -0.98283 -0.95915 1.51731 0.04 0.00 0.01
H -2.83372 -0.07797 -0.43091 -0.01 0.02 -0.03
H -2.90857 0.28156 1.28513 -0.08 0.05 0.01
H -3.81419 -1.08600 0.64440 -0.05 0.00 -0.08
```
Forces are in eV/Å.

Computed properties:
Charge: -1
Lowest unoccupied orbital energy (eV): 3.50